Formula: C2H10O2S
Source: OMol25
Level of theory: the ωB97M-V functional and the def2-TZVPD basis

Cartesian coordinates (Å):
C: 1.426895 0.403542 -1.867397
S: -0.112584 1.363708 -1.782522
C: -0.057039 2.078944 -0.155306
H: 1.346762 -0.398321 -1.161539
H: 1.444488 0.028174 -2.897199
H: 2.383802 0.941227 -1.639230
H: 0.715298 2.912965 -0.095028
H: 0.387741 1.391534 0.599440
H: -0.934494 2.545658 0.180821
O: -1.683933 -0.953013 2.412216
H: -1.553454 -0.628475 1.530965
H: -2.611686 -1.103178 2.493706
O: 0.692834 -3.540974 2.230642
H: 0.086307 -3.063226 1.522383
H: 0.246246 -3.388731 2.979385

Atomic forces in eV per Å
C 0.42 0.77 0.05
S -0.16 0.03 -0.48
C 3.81 0.56 0.91
H 0.05 -0.67 0.22
H 0.14 -0.03 0.34
H -1.01 -0.06 -0.35
H -0.82 -0.72 -0.46
H -0.89 0.01 -0.38
H -1.54 0.08 0.20
O 0.96 -0.21 0.56
H 0.07 0.33 -0.71
H -1.00 -0.15 0.08
O 0.56 0.68 -6.81
H 2.00 -1.53 2.23
H -2.58 0.90 4.61

LUMO level   0.4334 eV
Net charge   0
Frontier orbital gap   9.07 eV
SMILES string   CSC.O.O
HOMO level   -8.64 eV
ΔE to the lowest compared entry with this formula, charge and spin   0.9128 eV


Formula: C5H10O2
Source: OMol25
Level of theory: the ωB97M-V functional and the def2-TZVPD basis

Cartesian coordinates (Å):
C: 2.190317 0.788966 -0.169634
O: 1.019260 0.696166 0.601870
C: 0.397919 -0.560174 0.640336
C: -0.725700 -0.576364 1.615330
C: -1.025008 -0.721983 0.151224
C: -1.581653 0.347113 -0.733295
O: -1.474372 -0.026418 -2.100930
H: 2.005937 0.562003 -1.229048
H: 2.977789 0.122987 0.211640
H: 2.542286 1.822142 -0.088072
H: 0.972002 -1.413169 0.311798
H: -0.903010 -1.396974 2.301796
H: -0.904459 0.413452 2.027883
H: -1.287703 -1.738679 -0.147472
H: -2.642780 0.514478 -0.549127
H: -1.024118 1.270792 -0.523724
H: -0.536714 -0.104346 -2.320572

Atomic forces in eV per Å
C 0.17 0.00 -0.18
O -0.14 -0.08 -0.08
C -0.14 -0.17 -0.29
C -0.07 0.00 0.17
C -0.11 0.02 -0.25
C -0.20 0.21 0.32
O 0.19 0.07 -0.13
H 0.05 -0.01 0.08
H -0.14 0.03 -0.09
H -0.09 -0.21 -0.04
H 0.71 -0.09 0.83
H 0.01 0.04 -0.18
H 0.08 -0.16 0.06
H 0.14 0.26 -0.10
H -0.01 0.06 -0.08
H -0.28 0.01 -0.09
H -0.20 0.01 0.06

LUMO level   0.8855 eV
Net charge   0
Frontier orbital gap   10.09 eV
SMILES string   CO[C@H]1C[C@H]1CO
HOMO level   -9.20 eV
ΔE to the lowest compared entry with this formula, charge and spin   2.8834 eV


Formula: CH3N3P2
Source: OMol25
Level of theory: the ωB97M-V functional and the def2-TZVPD basis

Cartesian coordinates (Å):
C: -1.033668 1.056247 -0.175134
N: -0.659173 1.196415 -1.391975
N: 0.085327 0.152696 -1.769514
N: 0.101007 -0.807207 -0.941346
P: -0.465805 -0.510561 0.632156
P: 1.527028 -0.399260 1.348309
H: -1.859949 1.601778 0.399556
H: 1.051557 -1.287168 -0.702984
H: 1.253677 -1.002940 2.600931

Atomic forces in eV per Å
C -1.76 -0.42 3.47
N -0.87 -0.35 -0.45
N 1.23 0.28 -1.80
N 1.97 -0.69 0.88
P -1.25 1.34 0.50
P 0.41 0.11 0.46
H 1.46 -0.05 -1.49
H -1.05 -0.06 -1.46
H -0.14 -0.16 -0.11

LUMO level (alpha / beta)   -1.8510 / -1.8546 eV
Net charge   0
Frontier orbital gap (alpha / beta)   6.29 / 6.29 eV
HOMO level (alpha / beta)   -8.14 / -8.14 eV
ΔE to the lowest compared entry with this formula, charge and spin   1.3899 eV